This record from the Open Molecules 2025 dataset describes C36H36N5O7RhS as an isolated structure. The level of theory is the ωB97M-V functional and the def2-TZVPD basis.

Structure (XYZ):
```
86
Properties=species:S:1:pos:R:3:forces:R:3:lowdin_charge:R:1
Rh 2.545494 -0.467013 -0.275705 1.3 1.1 -0.2 0.742
C -4.856206 3.053887 -0.966805 -0.3 0.1 -0.1 -0.079
O -3.515106 2.838187 -0.614205 0.4 0.1 0.3 -0.091
C -2.902806 3.723887 0.234395 0.2 0.0 -0.1 -0.205
C -3.485806 4.845387 0.792195 -0.1 -0.1 -0.1 -0.025
C -2.746406 5.667287 1.635795 0.1 0.0 0.1 -0.096
C -1.433306 5.360687 1.931595 -0.2 0.2 0.0 -0.093
C -0.840406 4.230287 1.391995 -0.1 -0.1 -0.1 -0.024
C -1.559006 3.405387 0.535395 -0.1 0.4 0.2 -0.158
N -1.079906 2.224687 -0.000405 -0.5 -0.5 -0.1 0.155
C 0.212294 1.770187 -0.101905 0.5 -0.2 0.1 -0.284
N 1.154594 2.719187 -0.284105 -0.8 -0.1 0.2 0.149
C 2.487194 2.573387 -0.636505 0.7 -0.1 -0.4 -0.204
C 3.084594 1.348787 -0.840405 0.0 -0.4 0.2 -0.127
C 4.465894 1.390687 -1.455005 -0.7 0.6 -0.2 -0.314
C 5.251894 2.624787 -1.152105 -0.1 -0.3 0.0 -0.018
C 4.602094 3.779087 -0.882205 0.2 0.1 -0.1 -0.046
C 3.202794 3.798887 -0.753805 -0.4 -0.1 -0.1 -0.213
O 2.487094 4.968687 -0.558505 0.1 -0.5 0.3 -0.116
C 2.826794 6.048987 -1.398905 0.0 0.2 -0.2 -0.077
N 0.492194 0.473087 0.002195 0.5 0.6 -0.5 0.112
C -0.493306 -0.426313 0.113695 -0.3 -0.5 0.9 -0.278
C -0.152706 -1.836713 0.379595 -0.2 0.6 0.6 -0.253
C -1.261406 -2.677013 1.010095 0.1 0.2 0.3 -0.116
C -3.629606 -2.204713 -0.257805 -0.5 0.5 -0.5 0.073
C -3.319306 -1.691113 -1.628005 -0.1 0.5 0.4 -0.425
C -1.964306 -0.998113 -1.615905 -0.3 0.6 -0.3 -0.535
O -1.594706 -0.157613 -2.656905 0.1 -0.2 0.5 -0.087
C -2.420906 -0.088513 -3.802605 -0.1 0.0 -0.3 -0.060
H -5.119706 2.234687 -1.634705 0.0 0.1 0.0 0.090
H -4.987206 4.004287 -1.494005 0.0 0.0 0.0 0.098
H -5.512506 3.031687 -0.091705 0.0 0.0 0.0 0.098
H -4.515706 5.092287 0.587895 -0.1 0.0 -0.1 0.104
H -3.213806 6.539087 2.067295 0.0 0.1 0.0 0.100
H -0.865206 5.988487 2.600595 0.1 0.1 0.1 0.102
H 0.168794 3.971487 1.671395 0.1 0.0 0.0 0.116
H -1.805606 1.567587 -0.268305 0.3 0.1 0.0 0.124
H 0.836894 3.681487 -0.305605 -0.1 -0.2 -0.1 0.129
H 4.364994 1.283587 -2.557005 0.0 0.0 0.3 0.163
H 6.324894 2.554987 -1.194505 0.2 0.1 0.0 0.104
H 5.161894 4.686987 -0.721305 0.1 0.1 0.0 0.109
H 3.885894 6.305087 -1.338105 0.0 0.0 0.0 0.078
H 2.235594 6.896787 -1.060005 0.0 0.0 0.0 0.091
H 2.575794 5.818787 -2.439605 0.0 0.0 0.0 0.100
H 0.694494 -1.858813 1.082795 -0.4 0.0 -0.3 0.140
H -0.841806 -3.626513 1.333595 -0.1 0.0 0.1 0.161
H -4.673806 -2.419813 -0.086905 -0.2 0.0 0.1 0.119
H -4.158506 -1.087813 -1.997505 0.2 0.0 0.0 0.153
H -1.814706 0.382987 -4.575705 -0.1 0.0 0.0 0.100
H -3.299806 0.530387 -3.595605 0.0 0.0 -0.1 0.092
H -2.733806 -1.083113 -4.126505 0.0 0.1 -0.1 0.090
C -3.123506 -4.421613 4.852895 0.0 0.1 -0.1 -0.059
C -2.869906 -3.853613 3.489095 0.3 0.8 0.3 -0.289
C -3.213306 -4.658713 2.346795 -0.1 -0.1 -0.5 -0.046
C -3.245606 -4.175213 1.094895 0.1 -0.2 0.2 -0.021
C -2.745006 -2.833313 0.708995 0.3 -0.2 0.5 -0.296
C -2.210106 -2.040513 1.977495 0.2 0.1 -0.3 -0.106
C -2.487506 -2.575813 3.293995 -0.1 -0.6 0.3 -0.008
S -1.175506 -2.684013 -1.934705 1.3 -0.3 -0.7 1.270
O -3.008306 -2.734613 -2.500905 0.4 -0.6 0.0 -0.310
O -1.758206 -0.282413 -0.435805 0.1 -0.3 -0.3 0.005
N 0.274494 -2.424513 -0.892405 -1.8 0.5 -0.5 -0.206
C 1.404694 -3.171513 -0.836305 1.2 -1.4 0.1 -0.342
C 1.534094 -4.387913 -1.530505 -0.2 0.4 0.1 -0.010
C 2.537694 -5.249913 -1.159205 0.2 0.1 0.2 -0.062
C 3.414294 -4.874313 -0.142005 -0.1 -0.1 -0.2 -0.060
C 3.311994 -3.598813 0.373495 0.1 -0.2 0.2 -0.127
N 2.362594 -2.737113 0.016795 -0.8 0.0 -0.4 0.025
H -2.724706 -5.430413 4.925895 0.0 -0.1 0.1 0.076
H -4.195506 -4.467013 5.046795 -0.1 -0.1 0.1 0.083
H -2.661006 -3.812913 5.624295 0.0 0.1 0.1 0.074
H -3.572106 -5.659813 2.541695 -0.1 -0.1 -0.1 0.109
H -3.669306 -4.764513 0.295195 -0.1 -0.1 -0.1 0.118
H -2.258706 -0.960913 1.898195 0.0 0.0 -0.2 0.144
H -2.415306 -1.882413 4.120895 0.0 0.0 0.2 0.115
H 0.803294 -4.639613 -2.281405 -0.1 -0.1 0.0 0.092
H 2.614094 -6.227113 -1.614105 0.0 0.0 -0.1 0.109
H 4.163794 -5.554413 0.229795 0.1 0.0 0.0 0.101
H 3.999594 -3.246213 1.126195 0.1 0.0 -0.1 0.110
C 6.663194 -1.391113 0.151195 0.4 0.1 0.0 -0.037
O 5.242994 -1.562813 0.178095 0.3 -0.2 0.0 -0.108
C 4.478694 -0.671213 -0.409005 -1.5 0.5 -0.2 -0.350
O 5.202294 0.252387 -1.017605 0.6 -0.5 0.3 -0.045
H 7.067494 -2.086613 0.883995 -0.1 0.0 -0.1 0.093
H 6.934694 -0.366613 0.416795 0.0 -0.2 0.0 0.097
H 7.058794 -1.617713 -0.841205 -0.1 0.0 0.1 0.098
```
Forces are in eV/Å.

E_HOMO (spin up / spin down): -5.735 / -6.535 eV
E_tot: -73531.7127 eV
LUMO (spin up / spin down): 0.0243 / -0.0651 Eh
Energy above the lowest of the compared OMol25 structures with the same formula, charge and spin: 682.1 kJ/mol
Spin multiplicity: 5